11
Properties=species:S:1:pos:R:3 method="wB97M-V/def2-TZVPD" e_above_lowest_kj_mol=186.2 homo_energy_ha=-0.3718 charge=0 lumo_energy_ev=0.5 spin_multiplicity=1
C -1.36395 0.37219 0.02862
C -0.44066 -0.68907 0.25728
O -0.77544 -1.69401 0.84852
C 1.07201 -0.45704 0.06027
C 1.44170 0.89471 -0.31707
N 1.66937 1.98758 -0.61269
H -2.40269 0.09184 0.19028
H -1.00531 0.02895 -1.21335
H -1.11947 1.34858 0.46301
H 1.41180 -1.14978 -0.68898
H 1.54959 -0.72784 0.98672

=====

20
Properties=species:S:1:pos:R:3 method="wB97M-V/def2-TZVPD" e_above_lowest_kj_mol=339.5 homo_energy_ha=-0.4719 charge=+1 lumo_energy_ev=-3.1 spin_multiplicity=1
C -2.07895 0.35546 0.25276
C 1.11267 1.19314 0.18910
C 0.08673 0.14808 -0.02460
C 2.51997 0.86136 0.36160
C 0.24621 -1.34358 -0.02489
N -2.37283 1.46517 0.81793
N -0.65100 -1.92518 -0.98552
O -2.76120 -0.57068 -0.12953
O 0.57503 0.83782 -1.07720
H 0.66198 2.15916 0.43886
H 2.74274 -0.04719 -0.20824
H 2.75763 0.57768 1.42542
H 3.18171 1.59326 0.02900
H 0.05088 -1.85377 0.86378
H 1.36467 -1.37993 -0.16134
H -1.59377 2.16018 0.84716
H -3.23410 1.75381 1.07644
H -0.19781 -1.59562 -1.93344
H -1.61978 -1.39445 -0.73432
H -0.79080 -2.99471 -1.02296

=====

87
Properties=species:S:1:pos:R:3 method="wB97M-V/def2-TZVPD" e_above_lowest_kj_mol=2740.2 homo_energy_ha=-0.3276 charge=0 lumo_energy_ev=-0.3 spin_multiplicity=1
O 23.17005 24.49522 3.93827
H 24.05543 24.24107 4.19856
H 22.60012 24.06960 4.57878
O 23.40626 21.67873 2.67780
H 22.56994 21.41423 2.29460
H 23.25668 21.65101 3.62284
O 27.21039 25.42886 2.66372
H 27.90027 26.07795 2.80149
H 27.39312 24.74417 3.30718
O 24.13087 20.42250 5.59730
H 24.45437 19.58947 5.25433
H 24.46015 20.45635 6.49544
O 27.03737 24.60926 5.60821
H 27.94328 24.80334 5.36759
H 27.08946 24.30647 6.51476
O 25.25571 23.11945 1.88541
H 25.19706 23.97971 2.30102
H 24.84848 23.23916 1.02747
O 24.36087 26.78722 4.22713
H 24.60283 25.88704 4.00948
H 25.04999 27.32271 3.83394
O 22.51158 21.62784 4.62775
H 23.23978 21.09449 4.94634
H 22.44920 22.34811 5.25509
O 24.90105 20.66648 1.48615
H 24.31888 21.12327 2.09332
H 25.36091 21.36621 1.02232
C 27.70897 19.92486 3.83716
C 27.67974 18.35676 4.01779
O 28.78107 17.78561 3.32791
O 29.00179 20.38127 4.17155
H 26.93781 20.30147 4.50915
H 27.57071 20.26656 2.81139
H 26.71050 18.07797 3.60434
H 27.56300 17.95126 5.02279
H 28.68604 18.02871 2.40407
H 29.55359 20.08982 3.44206
C 26.19639 22.04157 4.61198
C 25.04808 22.90431 5.03871
O 25.04413 24.21975 4.44382
O 25.97707 21.63763 3.28673
H 26.25570 21.21080 5.31512
H 27.10190 22.63363 4.74466
H 24.97557 23.00407 6.12171
H 24.11764 22.38653 4.80569
H 25.95051 24.48630 4.61420
H 25.43719 22.24489 2.77549
C 27.77944 20.82801 6.24328
C 27.86032 21.18902 7.72213
O 29.23163 21.38257 8.24467
O 28.58160 19.66516 5.97567
H 28.14174 21.72071 5.73344
H 26.73900 20.60899 6.00322
H 27.42205 20.42500 8.36424
H 27.26001 22.08603 7.87405
H 29.67402 20.62868 7.84776
H 28.63976 19.53763 5.02596
C 26.11817 21.73055 9.90154
C 25.46797 22.91771 9.18157
O 24.56608 22.54716 8.22242
O 25.20588 21.12333 10.78311
H 27.01270 22.06345 10.42795
H 26.46089 21.01117 9.15781
H 26.23664 23.58904 8.79875
H 25.03905 23.54350 9.96420
H 24.66635 23.17313 7.50151
H 24.65017 20.53794 10.26338
C 24.71449 25.40561 6.56722
C 23.30291 26.11441 6.38988
O 22.94274 26.60722 7.65207
O 24.59814 24.19424 7.29636
H 25.37697 26.05890 7.13502
H 25.21360 25.24096 5.61229
H 22.53151 25.45659 5.98949
H 23.35392 26.97989 5.72926
H 23.56056 27.29871 7.90052
H 23.84355 23.68941 6.98438
C 28.46265 21.99989 0.58081
C 28.19711 22.34821 2.04493
O 27.28975 23.46625 2.11017
O 27.31428 21.18861 0.17272
H 29.39667 21.44053 0.52764
H 28.43052 22.88236 -0.05818
H 29.09367 22.69038 2.56184
H 27.71880 21.54039 2.59878
H 26.38257 23.15453 2.07198
H 26.81309 21.71470 -0.45468

=====

Number 1: E_tot -285.34368 Eh. Number 2: E_tot -456.74707 Eh. Number 3: E_tot -2068.53822 Eh.